(1)
ORCA calculation (ωB97M-V/def2-TZVPD) on the molecule C3H7NO at a distorted geometry.

```
! wB97M-V def2-TZVPD RIJCOSX def2/J DEFGRID3
* xyz 0 1
C 0.87469 1.22909 -0.24787
C 0.09643 0.09155 -0.86179
O 0.02817 -0.11483 -2.05233
C -0.14770 -1.09369 0.15346
N -1.02172 -0.41908 1.08040
H 0.99027 2.03449 -0.96856
H 0.36007 1.56342 0.64887
H 1.86026 0.87293 0.04773
H 0.78022 -1.39224 0.64524
H -0.60776 -1.91545 -0.41048
H -1.61475 -1.09935 1.54646
H -1.59818 0.24316 0.41886
*
```

Values from the calculation:
DFT total energy in eV: -6761.1264
Relative energy (zero: lowest compared OMol25 entry of this formula, charge and spin) in kJ/mol: 156.69
HOMO-LUMO gap in hartree: 0.3781
SMILES: CC(=O)CN

(2)
ORCA calculation (ωB97M-V/def2-TZVPD) on a cluster of 2 separate species, C3H7NO in total.

```
! wB97M-V def2-TZVPD RIJCOSX def2/J DEFGRID3
* xyz 0 1
O -1.18363 0.28964 -1.47006
C -0.72817 -0.77473 -1.12798
C -0.05511 -1.01636 0.18416
C 0.90516 -0.00195 0.71098
N -0.42303 -0.11151 1.27259
H -0.76455 -1.65128 -1.80793
H 0.15277 -2.06046 0.41461
H 1.07917 0.89825 0.12724
H 1.75998 -0.37356 1.27341
H -0.40542 -0.61350 2.15606
H -0.38866 2.40828 -0.89560
H 0.05148 3.00719 -0.83748
*
```

Values from the calculation:
DFT total energy in eV: -6759.5637
Relative energy (zero: lowest compared OMol25 entry of this formula, charge and spin) in kJ/mol: 307.47
HOMO-LUMO gap in hartree: 0.3959
SMILES: O=C[C@H]1CN1.[H][H]

(3)
ORCA calculation (ωB97M-V/def2-TZVPD) on the molecule C3H7NO.

```
! wB97M-V def2-TZVPD RIJCOSX def2/J DEFGRID3
* xyz 0 1
C 0.88593 -0.57177 0.92941
C -0.43431 0.18633 0.75542
N -0.57059 0.87833 -0.53974
C -0.44689 0.08136 -1.63944
O -0.46140 -1.13852 -1.57868
H 0.84526 -1.20735 1.82296
H 1.77769 0.06647 1.00434
H 1.07838 -1.26960 0.10197
H -0.58628 0.95587 1.52690
H -1.29483 -0.49813 0.83345
H -0.48169 1.88727 -0.62267
H -0.31125 0.62974 -2.59392
*
```

Values from the calculation:
DFT total energy in eV: -6762.1818
Relative energy (zero: lowest compared OMol25 entry of this formula, charge and spin) in kJ/mol: 54.86
HOMO-LUMO gap in hartree: 0.3944
SMILES: CCNC=O

(4)
ORCA calculation (ωB97M-V/def2-TZVPD) on a cluster of 2 separate species, C3H7NO in total at a distorted geometry.

```
! wB97M-V def2-TZVPD RIJCOSX def2/J DEFGRID3
* xyz 0 1
C -0.22416 -0.15016 -1.01068
C 0.11236 -1.29645 -0.43465
C 0.28739 -1.36099 1.11407
O 0.71461 -2.45106 1.62054
N -0.15372 2.38930 -0.34631
H -0.73798 -0.27438 -1.95868
H -0.12868 0.96687 -0.67672
H 0.41770 -2.17718 -0.97952
H 1.00965 -0.48384 1.12108
H -0.60337 -0.92885 1.59619
H 0.26202 2.76875 0.51268
H -0.95581 2.99801 -0.55800
*
```

Values from the calculation:
DFT total energy in eV: -6753.6559
Relative energy (zero: lowest compared OMol25 entry of this formula, charge and spin) in kJ/mol: 877.48
HOMO-LUMO gap in hartree: 0.1697